{"formula": "C3H3N3O2", "method": "ωB97M-V/def2-TZVPD", "species": ["O", "C", "O", "C", "C", "N", "N", "N", "H", "H", "H"], "positions_angstrom": [[-2.26, 0.98, 0.07], [-2.15, -0.19, 0.02], [-1.00, -0.89, -0.12], [0.21, -0.21, -0.05], [0.70, 1.14, -0.09], [2.03, 1.10, -0.05], [2.45, -0.16, 0.08], [1.35, -0.95, 0.00], [-2.91, -0.95, 0.00], [0.11, 2.03, -0.02], [1.47, -1.92, 0.16]], "smiles": "O=COc1cnn[nH]1"}


{"formula": "C37H43N3S3SbTl", "method": "ωB97M-V/def2-TZVPD", "species": ["Tl", "C", "C", "C", "C", "C", "C", "C", "C", "C", "S", "C", "N", "H", "H", "H", "H", "H", "H", "H", "H", "C", "C", "C", "C", "N", "C", "S", "N", "C", "C", "C", "C", "H", "H", "H", "H", "H", "H", "H", "H", "H", "H", "H", "H", "H", "H", "H", "H", "H", "H", "H", "H", "S", "Sb", "C", "C", "C", "C", "C", "C", "C", "C", "C", "C", "C", "C", "C", "C", "C", "C", "C", "C", "H", "H", "H", "H", "H", "H", "H", "H", "H", "H", "H", "H", "H", "H", "H"], "positions_angstrom": [[-0.23, 0.26, 0.17], [-2.25, -0.37, 2.90], [-0.84, -0.34, 3.38], [-0.52, -0.33, 4.74], [0.79, -0.21, 5.12], [1.81, -0.18, 4.15], [3.18, -0.07, 4.49], [4.12, -0.07, 3.50], [3.74, -0.21, 2.16], [2.42, -0.33, 1.79], [2.07, -0.66, 0.09], [1.42, -0.28, 2.79], [0.10, -0.31, 2.46], [-2.96, -0.40, 3.73], [-2.42, -1.25, 2.28], [-2.46, 0.52, 2.31], [-1.31, -0.39, 5.48], [1.06, -0.14, 6.17], [3.46, 0.00, 5.53], [5.17, 0.01, 3.75], [4.50, -0.25, 1.39], [4.13, 5.13, -3.11], [3.18, 5.40, -1.94], [3.14, 4.28, -0.91], [2.72, 2.93, -1.48], [1.44, 2.99, -2.21], [0.23, 3.07, -1.67], [0.01, 2.88, 0.05], [-0.80, 3.33, -2.47], [-2.20, 3.50, -2.06], [-2.53, 4.89, -1.54], [-2.67, 5.98, -2.61], [-1.36, 6.41, -3.26], [4.22, 6.02, -3.74], [3.78, 4.31, -3.74], [5.13, 4.88, -2.75], [2.17, 5.60, -2.31], [3.50, 6.31, -1.43], [2.46, 4.55, -0.10], [4.13, 4.15, -0.46], [2.63, 2.19, -0.69], [3.46, 2.57, -2.19], [1.52, 3.19, -3.20], [-0.60, 3.49, -3.44], [-2.42, 2.75, -1.29], [-2.82, 3.27, -2.93], [-1.77, 5.19, -0.81], [-3.48, 4.81, -1.00], [-3.12, 6.85, -2.14], [-3.37, 5.63, -3.37], [-0.63, 6.73, -2.51], [-1.53, 7.25, -3.93], [-0.91, 5.62, -3.86], [-2.39, -0.08, -1.17], [-4.60, -0.05, -0.35], [-4.99, 0.57, 1.61], [-5.66, -0.31, 2.45], [-6.01, 0.12, 3.73], [-5.69, 1.41, 4.14], [-5.02, 2.28, 3.29], [-4.66, 1.86, 2.02], [-5.50, 1.25, -1.72], [-5.65, 2.61, -1.41], [-6.17, 3.46, -2.37], [-6.54, 2.96, -3.62], [-6.40, 1.61, -3.91], [-5.87, 0.75, -2.96], [-5.27, -2.02, -0.62], [-4.34, -3.04, -0.77], [-4.80, -4.34, -0.95], [-6.16, -4.60, -0.98], [-7.08, -3.57, -0.84], [-6.64, -2.27, -0.66], [-5.90, -1.31, 2.13], [-6.54, -0.55, 4.39], [-5.98, 1.74, 5.13], [-4.77, 3.28, 3.62], [-4.12, 2.54, 1.36], [-5.38, 2.99, -0.44], [-6.29, 4.51, -2.15], [-6.96, 3.63, -4.36], [-6.70, 1.23, -4.87], [-5.76, -0.30, -3.19], [-3.28, -2.83, -0.75], [-4.09, -5.15, -1.07], [-6.51, -5.61, -1.13], [-8.14, -3.78, -0.88], [-7.36, -1.46, -0.55]], "total_charge": 2}


{"formula": "C6H30NO8", "method": "ωB97M-V/def2-TZVPD", "species": ["N", "H", "H", "H", "H", "O", "H", "O", "H", "C", "O", "H", "H", "H", "H", "C", "O", "H", "H", "H", "H", "C", "O", "H", "H", "H", "H", "C", "O", "H", "H", "H", "H", "C", "O", "H", "H", "H", "H", "C", "O", "H", "H", "H", "H"], "positions_angstrom": [[-0.56, -0.40, 0.27], [-1.53, -0.50, 0.01], [-0.47, 0.55, 0.61], [0.02, -0.68, -0.50], [-0.38, -0.98, 1.08], [-0.21, -1.90, 3.55], [-1.14, -1.79, 3.82], [-0.30, 2.54, 2.09], [-1.27, 2.63, 2.03], [-2.58, -5.38, 2.36], [-1.65, -4.59, 1.67], [-2.16, -5.83, 3.26], [-3.48, -4.84, 2.63], [-2.92, -6.21, 1.74], [-1.21, -4.04, 2.32], [1.91, 0.70, -3.89], [1.85, -0.31, -2.87], [1.04, 0.66, -4.54], [2.04, 1.70, -3.48], [2.76, 0.45, -4.53], [2.67, -0.81, -2.91], [-0.74, 6.08, -1.09], [-1.47, 5.04, -0.41], [-0.23, 6.79, -0.44], [0.13, 5.61, -1.55], [-1.28, 6.65, -1.85], [-0.95, 4.62, 0.27], [3.43, 4.19, 0.45], [2.56, 4.58, 1.48], [3.14, 4.69, -0.47], [4.50, 4.31, 0.66], [3.27, 3.11, 0.39], [1.85, 3.94, 1.51], [-4.18, -1.12, -2.76], [-4.02, -1.17, -1.33], [-3.19, -1.20, -3.22], [-4.84, -1.88, -3.18], [-4.71, -0.19, -3.00], [-4.85, -0.95, -0.91], [3.39, -4.28, 1.67], [3.16, -2.93, 1.98], [4.44, -4.52, 1.51], [3.01, -4.94, 2.45], [2.86, -4.57, 0.76], [2.28, -2.83, 2.35]], "total_charge": -1}


| no. | HOMO energy (eV) |
| --- | --- |
| 1 | -9.6 |
| 2 | -12.9 |
| 3 | -3.7 |